The following is a quantum chemistry calculation of 2 unconnected molecules or ions with the total composition C7H18NOSi at a distorted geometry, from OMol25.

Positions of all 28 atoms, in Å:
H: 4.037 -1.406 -1.439
H: 2.179 -2.591 -0.647
H: -3.670 -0.428 1.080
C: 0.020 2.827 1.214
H: -1.465 -2.347 0.780
C: -1.200 -1.778 -0.111
C: -3.116 0.462 0.635
H: -1.700 -2.239 -1.000
H: 1.585 -0.890 -0.282
H: -4.021 1.959 -0.729
C: 2.165 -1.557 -0.899
C: 0.416 2.254 0.088
C: -4.050 0.916 -0.582
H: 1.450 2.383 -0.460
H: 4.971 -0.507 0.229
O: -0.110 0.993 -0.216
H: -5.049 0.841 -0.314
H: 0.785 3.548 1.515
Si: -1.334 0.089 0.162
H: -0.196 -2.076 -0.235
H: -0.744 2.544 1.860
H: -3.235 1.132 1.531
N: 3.389 -0.846 -0.981
H: 1.443 -1.456 -1.851
H: 3.785 -1.762 0.897
C: 3.956 -0.743 0.370
H: 3.520 0.127 0.892
H: -3.810 0.549 -1.507

## Properties
HOMO in eV: -11.92
Electronic energy in a.u.: -696.6426
Total charge: +1
Energy relative to the best compared isomer or geometry (same formula, charge and spin) in kcal per mole: 97.6

So, what does the natural (NBO) scheme give us? The charges, in e, come out as:
1 H 0.349
2 H 0.184
3 H 0.296
4 C -0.423
5 H 0.286
6 C -1.197
7 C -1.003
8 H 0.306
9 H 0.172
10 H 0.227
11 C -0.423
12 C 0.108
13 C -0.589
14 H 0.255
15 H 0.212
16 O -0.895
17 H 0.241
18 H 0.248
19 Si 2.155
20 H 0.275
21 H 0.210
22 H 0.281
23 N -0.609
24 H 0.180
25 H 0.170
26 C -0.415
27 H 0.184
28 H 0.216